{
  "formula": "C10H16SSi",
  "method": "the ωB97M-V functional and the def2-TZVPD basis",
  "e_above_lowest_ev": 0.086,
  "e_tot_ha": -1078.3393,
  "e_lumo_ev": 0.76,
  "smiles": "CSc1ccc([Si](C)(C)C)cc1",
  "species": ["C", "S", "C", "C", "C", "C", "Si", "C", "C", "C", "C", "C", "H", "H", "H", "H", "H", "H", "H", "H", "H", "H", "H", "H", "H", "H", "H", "H"],
  "positions_angstrom": [[-1.91, 0.22, 4.42], [-1.40, -1.41, 3.94], [-0.76, -1.09, 2.31], [-1.62, -1.12, 1.23], [-1.20, -0.71, -0.02], [0.09, -0.24, -0.20], [0.73, 0.35, -1.83], [2.14, 1.65, -1.73], [1.47, -1.13, -2.74], [-0.63, 0.90, -2.94], [0.94, -0.20, 0.86], [0.54, -0.67, 2.09], [-1.22, 1.05, 4.30], [-2.11, 0.17, 5.51], [-2.82, 0.49, 3.96], [-2.59, -1.54, 1.39], [-1.86, -0.76, -0.87], [1.67, 2.55, -1.34], [2.58, 1.87, -2.71], [2.93, 1.32, -1.06], [1.91, -0.89, -3.70], [0.58, -1.70, -2.91], [2.16, -1.71, -2.14], [-1.28, 1.62, -2.46], [-0.27, 1.42, -3.83], [-1.22, 0.03, -3.21], [1.94, 0.17, 0.75], [1.20, -0.63, 2.95]]
}

---

{
  "formula": "C22H25MnN3O3",
  "method": "the ωB97M-V functional and the def2-TZVPD basis",
  "charge": 2,
  "spin_multiplicity": 6,
  "e_tot_ha": -2393.6115,
  "s_squared": 8.756,
  "e_lumo_ev": [-7.42, -7.47],
  "species": ["C", "C", "H", "H", "C", "C", "H", "H", "C", "H", "H", "H", "C", "H", "H", "H", "Mn", "O", "C", "O", "C", "O", "N", "C", "C", "H", "H", "H", "H", "C", "C", "H", "H", "H", "C", "C", "C", "C", "N", "C", "C", "C", "C", "C", "C", "N", "H", "H", "H", "H", "H", "H", "H", "H"],
  "positions_angstrom": [[-1.65, -2.07, -4.70], [-2.38, -1.16, -5.37], [-2.10, -2.92, -4.15], [-0.54, -2.02, -4.75], [-2.80, 0.17, -4.97], [-2.72, 0.72, -3.71], [-2.94, 0.28, -2.74], [-2.62, 1.85, -3.65], [-2.64, -1.69, -6.77], [-2.33, -2.75, -6.78], [-2.01, -1.18, -7.50], [-3.68, -1.65, -7.10], [-3.39, 0.97, -6.13], [-4.33, 0.47, -6.44], [-2.70, 0.92, -6.99], [-3.60, 2.02, -5.86], [0.23, 0.99, 2.45], [0.09, 0.13, 0.74], [0.89, 0.17, -0.26], [0.78, 2.64, 1.30], [1.30, 2.55, 0.17], [1.73, 3.59, -0.50], [1.53, 1.37, -0.55], [2.56, 3.09, -1.62], [2.13, 1.67, -1.85], [3.60, 3.10, -1.27], [2.39, 3.74, -2.48], [2.93, 0.95, -2.06], [1.36, 1.57, -2.62], [1.05, -1.04, -0.92], [0.48, -2.10, -0.17], [1.90, -1.18, -1.63], [-0.53, -1.95, 0.29], [0.65, -3.17, -0.38], [-1.36, 1.90, 6.31], [-0.46, 1.26, 7.16], [0.44, 0.33, 6.64], [0.53, 0.20, 5.25], [-0.26, 0.95, 4.41], [-1.28, 1.68, 4.94], [1.40, -0.76, 4.57], [2.25, -1.69, 5.19], [2.99, -2.58, 4.41], [2.74, -2.63, 3.03], [1.83, -1.74, 2.48], [1.29, -0.74, 3.21], [-2.13, 2.58, 6.70], [-0.46, 1.46, 8.23], [1.08, -0.30, 7.26], [-2.00, 2.09, 4.22], [2.30, -1.68, 6.28], [3.73, -3.23, 4.86], [3.24, -3.33, 2.37], [1.48, -1.83, 1.45]]
}